{"formula": "C57H56Cl4N5O3RbSb2", "method": "wB97M-V/def2-TZVPD", "fmax_ev_per_a": 0.54, "lumo_ha": 0.1277, "total_charge": -2, "energy_ev": -137430.544, "orbital_gap_ev": 4.450, "species": ["Rb", "Cl", "C", "C", "Cl", "C", "Cl", "C", "O", "C", "O", "C", "Cl", "C", "C", "C", "C", "C", "C", "N", "N", "C", "C", "C", "C", "C", "C", "H", "H", "H", "H", "H", "H", "H", "H", "H", "C", "C", "C", "Sb", "C", "C", "C", "C", "C", "C", "C", "C", "C", "C", "C", "C", "Sb", "C", "C", "C", "C", "C", "C", "C", "C", "C", "C", "C", "C", "H", "H", "H", "H", "H", "H", "H", "H", "H", "H", "H", "H", "H", "H", "H", "H", "H", "H", "H", "H", "H", "H", "H", "H", "H", "H", "O", "C", "C", "C", "C", "C", "C", "N", "H", "H", "H", "H", "H", "H", "H", "H", "H", "H", "H", "N", "C", "N", "C", "C", "C", "C", "C", "H", "H", "H", "H", "H", "H", "H", "H", "H", "H"], "positions_angstrom": [[0.687, 0.211, 0.488], [2.533, -3.646, -5.527], [2.568, -3.076, -3.887], [3.696, -3.211, -3.119], [5.126, -3.959, -3.777], [3.693, -2.739, -1.796], [5.110, -2.969, -0.793], [2.592, -2.125, -1.178], [2.587, -1.738, 0.033], [1.395, -1.932, -2.033], [0.352, -1.359, -1.555], [1.437, -2.456, -3.327], [-0.013, -2.269, -4.296], [-5.132, 3.692, 1.187], [-4.600, 4.385, 0.109], [-3.250, 4.298, -0.189], [-2.430, 3.496, 0.603], [-2.967, 2.775, 1.671], [-4.313, 2.887, 1.971], [-1.044, 3.290, 0.356], [-0.452, 4.291, -0.082], [0.961, 4.097, -0.326], [1.510, 5.094, -1.134], [2.851, 5.007, -1.473], [3.590, 3.930, -0.992], [2.993, 2.979, -0.170], [1.646, 3.015, 0.241], [-6.191, 3.764, 1.408], [-5.246, 4.998, -0.509], [-2.813, 4.831, -1.021], [-2.308, 2.127, 2.237], [-4.726, 2.334, 2.807], [0.890, 5.906, -1.493], [3.310, 5.754, -2.111], [4.638, 3.840, -1.266], [3.621, 2.152, 0.169], [-3.906, -1.716, 1.086], [-4.347, -0.545, 0.220], [-4.585, -0.943, -1.227], [-2.692, -1.260, -2.275], [-3.724, -1.725, -4.112], [-3.410, -2.846, -4.876], [-4.049, -3.090, -6.082], [-5.018, -2.216, -6.550], [-5.337, -1.092, -5.805], [-4.689, -0.852, -4.602], [-2.546, -3.333, -1.674], [-1.374, -3.842, -1.127], [-1.312, -5.162, -0.698], [-2.419, -5.987, -0.805], [-3.596, -5.488, -1.348], [-3.653, -4.172, -1.780], [-2.995, -1.082, 2.931], [-2.134, -2.961, 3.476], [-2.337, -4.130, 2.749], [-1.730, -5.315, 3.133], [-0.922, -5.351, 4.258], [-0.710, -4.192, 4.989], [-1.299, -3.001, 4.588], [-4.772, -1.342, 4.130], [-5.934, -0.662, 3.770], [-7.087, -0.759, 4.534], [-7.097, -1.536, 5.682], [-5.947, -2.216, 6.054], [-4.798, -2.118, 5.283], [-3.130, -2.288, 0.569], [-4.731, -2.403, 1.284], [-3.590, 0.248, 0.254], [-5.252, -0.090, 0.644], [-5.075, -0.122, -1.757], [-5.231, -1.820, -1.306], [-2.651, -3.537, -4.528], [-3.781, -3.966, -6.660], [-5.517, -2.406, -7.494], [-6.088, -0.395, -6.162], [-4.949, 0.040, -4.042], [-0.512, -3.193, -1.050], [-0.386, -5.538, -0.280], [-2.368, -7.018, -0.475], [-4.467, -6.127, -1.442], [-4.576, -3.800, -2.213], [-2.958, -4.128, 1.861], [-1.884, -6.208, 2.539], [-0.445, -6.277, 4.556], [-0.065, -4.207, 5.859], [-1.087, -2.090, 5.137], [-5.948, -0.049, 2.875], [-7.980, -0.225, 4.229], [-7.995, -1.613, 6.283], [-5.945, -2.831, 6.947], [-3.913, -2.669, 5.580], [2.573, 0.190, 2.530], [3.020, -0.921, 2.789], [2.161, -2.072, 3.243], [2.365, -2.381, 4.736], [3.786, -2.140, 5.243], [4.887, -2.845, 4.452], [4.921, -2.475, 2.954], [4.345, -1.176, 2.692], [2.398, -2.940, 2.627], [1.124, -1.808, 3.043], [2.084, -3.421, 4.915], [1.679, -1.760, 5.317], [3.851, -2.448, 6.291], [3.986, -1.065, 5.231], [4.771, -3.930, 4.538], [5.848, -2.597, 4.913], [4.408, -3.230, 2.353], [5.949, -2.459, 2.594], [4.872, -0.475, 2.199], [-0.158, 0.581, 4.218], [0.118, 1.662, 3.908], [0.418, 2.895, 3.532], [1.836, 3.262, 3.413], [2.408, 3.601, 4.787], [1.584, 4.694, 5.468], [0.102, 4.324, 5.515], [-0.401, 3.948, 4.122], [1.871, 4.127, 2.749], [2.354, 2.454, 2.913], [3.447, 3.919, 4.679], [2.412, 2.696, 5.406], [1.700, 5.627, 4.906], [1.956, 4.887, 6.479], [-0.490, 5.152, 5.915], [-0.044, 3.468, 6.184], [-0.334, 4.806, 3.445], [-1.442, 3.619, 4.134]], "atomic_forces_ev_per_a": [[-0.2, 0.4, 0.3], [0.0, -0.1, -0.1], [0.1, -0.1, -0.1], [0.1, 0.0, 0.0], [0.0, 0.0, 0.0], [0.1, -0.1, 0.1], [0.1, 0.0, 0.1], [-0.2, 0.0, -0.3], [0.0, 0.0, 0.2], [0.1, -0.2, 0.1], [-0.1, -0.2, -0.2], [-0.1, 0.1, 0.0], [0.0, 0.0, 0.0], [-0.1, 0.0, 0.1], [-0.1, 0.0, 0.0], [0.1, -0.1, 0.2], [0.0, -0.1, 0.1], [0.1, 0.1, -0.2], [-0.1, 0.0, 0.0], [0.1, 0.2, -0.1], [0.1, -0.2, 0.1], [-0.5, -0.1, 0.2], [0.2, 0.0, 0.0], [-0.1, 0.1, -0.1], [0.1, 0.0, 0.0], [0.0, 0.0, 0.1], [0.2, 0.1, -0.3], [0.0, 0.0, 0.0], [0.0, 0.0, 0.0], [0.0, 0.0, 0.0], [0.0, 0.0, 0.0], [0.0, 0.0, 0.0], [-0.1, 0.1, 0.0], [0.0, 0.0, 0.0], [0.0, 0.0, 0.0], [0.0, 0.0, 0.0], [0.1, -0.2, 0.1], [-0.1, 0.2, 0.1], [-0.1, 0.0, -0.2], [0.2, 0.0, 0.1], [0.0, 0.0, 0.0], [0.1, -0.1, 0.0], [0.0, -0.1, -0.1], [0.0, 0.0, -0.1], [-0.1, 0.0, -0.1], [-0.1, 0.1, 0.0], [-0.1, 0.1, -0.1], [0.0, 0.1, 0.0], [0.1, 0.0, 0.1], [0.0, -0.1, 0.0], [-0.1, 0.0, 0.0], [-0.1, 0.0, 0.0], [-0.1, 0.1, -0.1], [0.0, 0.0, -0.1], [-0.1, 0.0, -0.1], [0.0, -0.1, -0.1], [0.0, 0.0, 0.1], [0.0, 0.0, 0.1], [0.1, 0.1, 0.1], [0.0, 0.0, 0.0], [0.0, 0.0, 0.0], [-0.1, 0.0, 0.0], [-0.1, 0.0, 0.0], [0.0, 0.0, 0.1], [0.1, -0.1, 0.0], [0.0, 0.0, 0.0], [0.0, 0.0, 0.0], [0.0, 0.0, 0.0], [0.0, 0.0, 0.0], [0.0, 0.0, 0.0], [0.0, 0.0, 0.0], [0.0, 0.0, 0.0], [0.0, 0.0, 0.0], [0.0, 0.0, 0.0], [0.0, 0.0, 0.0], [0.0, 0.0, 0.0], [0.1, 0.1, 0.0], [0.0, 0.0, 0.0], [0.0, 0.0, 0.0], [0.0, 0.0, 0.0], [0.0, 0.0, 0.0], [0.0, 0.0, 0.0], [0.0, 0.0, 0.0], [0.0, 0.0, 0.0], [0.0, 0.0, 0.0], [0.0, 0.0, 0.0], [0.0, 0.0, 0.0], [0.0, 0.0, 0.0], [0.0, 0.0, 0.0], [0.0, 0.0, 0.0], [0.0, 0.0, 0.0], [0.2, -0.1, 0.3], [-0.1, 0.2, -0.4], [0.0, 0.0, 0.0], [0.0, -0.1, 0.0], [0.0, 0.0, 0.0], [0.0, 0.0, 0.0], [0.0, -0.1, -0.1], [0.1, 0.1, 0.1], [0.0, 0.0, -0.1], [0.0, 0.0, 0.1], [0.0, 0.0, 0.0], [0.0, 0.0, 0.0], [0.0, 0.0, 0.0], [0.0, 0.0, 0.0], [0.0, 0.0, 0.0], [0.0, 0.0, 0.0], [0.0, 0.0, 0.0], [0.0, 0.0, 0.0], [0.0, 0.0, -0.1], [0.0, 0.1, 0.1], [0.1, -0.4, 0.0], [-0.1, 0.2, 0.1], [0.0, 0.0, 0.1], [0.0, -0.1, 0.0], [0.0, 0.0, 0.0], [-0.1, 0.0, 0.0], [-0.1, 0.2, 0.0], [0.0, 0.0, 0.0], [0.1, -0.1, 0.0], [0.0, 0.0, 0.0], [0.0, 0.0, 0.0], [0.0, 0.0, 0.0], [0.0, 0.0, 0.0], [0.0, 0.0, 0.0], [0.0, 0.0, 0.0], [0.0, 0.0, 0.0], [0.0, 0.0, 0.0]]}